# 1
{
  "formula": "C21H23F3N3PdS",
  "method": "ωB97M-V/def2-TZVPD",
  "elements": ["Pd", "F", "C", "F", "F", "C", "C", "C", "C", "N", "C", "S", "H", "H", "H", "C", "C", "C", "C", "C", "C", "N", "H", "H", "H", "H", "H", "H", "H", "H", "C", "N", "C", "C", "C", "C", "C", "C", "C", "C", "H", "H", "H", "H", "H", "H", "H", "H", "H", "H", "H", "H"],
  "coordinates": [[0.157, -0.514, -0.224], [-2.052, -5.317, 0.245], [-2.734, -4.737, -0.756], [-3.791, -4.114, -0.205], [-3.239, -5.748, -1.505], [-1.890, -3.812, -1.578], [-1.770, -3.995, -2.943], [-1.002, -3.123, -3.705], [-0.378, -2.075, -3.052], [-0.493, -1.891, -1.747], [-1.229, -2.724, -0.974], [-1.211, -2.235, 0.680], [-2.279, -4.826, -3.413], [-0.889, -3.255, -4.771], [0.244, -1.354, -3.573], [3.005, -1.578, -1.324], [2.701, -0.177, -1.757], [3.463, 0.682, -2.523], [2.731, 1.893, -2.622], [1.565, 1.712, -1.902], [0.421, 2.653, -1.706], [1.548, 0.452, -1.374], [4.017, -1.851, -1.628], [2.315, -2.309, -1.758], [2.931, -1.686, -0.238], [4.429, 0.460, -2.953], [3.016, 2.791, -3.151], [0.754, 3.634, -1.358], [-0.257, 2.243, -0.961], [-0.147, 2.805, -2.630], [-2.070, 2.652, 0.983], [-2.414, 1.999, 2.227], [-2.326, 2.922, 3.336], [-1.685, 0.737, 2.410], [-0.170, 0.831, 2.487], [0.381, 1.309, 3.681], [1.742, 1.502, 3.836], [2.583, 1.217, 2.770], [2.057, 0.714, 1.590], [0.683, 0.480, 1.425], [-2.756, 3.485, 0.806], [-2.167, 1.943, 0.159], [-1.042, 3.045, 0.973], [-3.047, 3.729, 3.185], [-1.330, 3.378, 3.456], [-2.580, 2.409, 4.267], [-1.963, 0.100, 1.573], [-2.073, 0.273, 3.322], [-0.281, 1.523, 4.514], [2.139, 1.869, 4.775], [3.653, 1.376, 2.858], [2.732, 0.504, 0.770]],
  "atomic_forces_ev_per_a": [[0.1883, -0.1393, -0.0929], [0.0096, -0.0030, 0.0049], [-0.0257, 0.0216, -0.0103], [0.0178, -0.0292, -0.0013], [-0.0077, -0.0060, -0.0180], [0.0081, 0.0382, 0.0324], [0.0328, -0.0114, -0.0193], [-0.0148, -0.0405, 0.0227], [0.0503, 0.0455, -0.0009], [-0.0854, -0.0473, 0.1117], [0.0297, 0.0871, -0.0431], [-0.1414, -0.0323, -0.0288], [-0.0036, -0.0032, 0.0022], [-0.0093, 0.0022, -0.0020], [0.0014, 0.0069, 0.0101], [0.0242, 0.0048, -0.0060], [-0.0141, -0.1007, 0.0871], [-0.0299, 0.0067, -0.0313], [0.0344, 0.0157, 0.0078], [0.0030, -0.0756, -0.0290], [0.0036, 0.0032, -0.0087], [-0.1641, 0.2151, -0.0745], [0.0006, 0.0028, 0.0015], [0.0035, 0.0123, -0.0032], [0.0173, -0.0126, 0.0033], [0.0017, -0.0077, -0.0016], [-0.0003, 0.0034, 0.0049], [0.0086, -0.0031, -0.0008], [-0.0048, 0.0014, 0.0125], [-0.0067, 0.0010, 0.0043], [-0.0314, 0.0039, -0.0221], [0.0036, -0.0098, -0.0101], [-0.0048, 0.0062, 0.0132], [-0.0041, -0.0132, -0.0248], [0.0544, 0.0298, 0.0267], [-0.0433, -0.0130, -0.0060], [0.0298, 0.0050, 0.0216], [0.0141, 0.0041, -0.0016], [-0.0671, 0.0353, 0.0930], [0.0898, 0.0339, -0.0472], [0.0048, -0.0002, 0.0020], [0.0034, 0.0056, 0.0053], [0.0129, 0.0006, 0.0040], [0.0044, 0.0046, -0.0018], [-0.0093, 0.0014, -0.0013], [0.0009, 0.0006, 0.0024], [-0.0107, -0.0341, 0.0139], [0.0126, 0.0078, 0.0094], [0.0053, -0.0118, -0.0068], [0.0050, 0.0038, -0.0043], [-0.0010, -0.0006, -0.0008], [0.0035, -0.0160, 0.0014]],
  "max_force_ha_per_bohr": 0.005,
  "de_lowest_kj_mol": 2.7,
  "total_charge": -1
}

=====

# 2
{
  "formula": "C21H23F6N4O6S4W",
  "method": "ωB97M-V/def2-TZVPD",
  "elements": ["W", "C", "C", "C", "C", "C", "C", "C", "C", "C", "C", "H", "H", "H", "H", "H", "H", "H", "H", "H", "H", "H", "H", "H", "H", "H", "F", "C", "F", "F", "S", "O", "O", "N", "S", "O", "O", "C", "F", "F", "F", "N", "C", "C", "C", "C", "C", "C", "S", "O", "O", "N", "C", "S", "C", "C", "N", "H", "H", "H", "H", "H", "H", "H", "H"],
  "coordinates": [[0.672, 0.573, 0.841], [2.268, -1.065, 0.956], [1.308, -1.324, 1.977], [1.414, -0.278, 2.947], [2.383, 0.667, 2.504], [2.919, 0.175, 1.279], [4.061, 0.781, 0.530], [2.869, 1.868, 3.255], [0.691, -0.269, 4.250], [0.404, -2.512, 2.069], [2.594, -1.953, -0.201], [4.071, 0.464, -0.510], [5.000, 0.457, 0.985], [4.039, 1.870, 0.567], [3.709, 1.588, 3.894], [2.086, 2.288, 3.881], [3.211, 2.650, 2.579], [1.240, -0.910, 4.944], [-0.312, -0.679, 4.153], [0.629, 0.725, 4.681], [0.858, -3.282, 2.696], [0.211, -2.936, 1.086], [-0.563, -2.247, 2.496], [2.867, -1.378, -1.084], [1.751, -2.592, -0.460], [3.439, -2.595, 0.057], [-2.548, 0.625, 4.460], [-2.892, 1.627, 3.663], [-3.261, 2.670, 4.379], [-3.854, 1.253, 2.848], [-1.389, 2.106, 2.702], [-1.016, 0.811, 2.030], [-0.391, 2.605, 3.592], [-1.978, 3.108, 1.670], [-0.985, 3.607, 0.550], [-0.364, 4.863, 0.764], [-0.043, 2.509, 0.193], [-2.115, 3.795, -0.939], [-3.247, 3.163, -0.754], [-2.335, 5.084, -1.107], [-1.475, 3.310, -1.995], [-2.288, -4.120, -5.719], [-2.229, -3.344, -4.604], [-2.727, -2.034, -4.616], [-2.650, -1.247, -3.487], [-2.073, -1.755, -2.327], [-1.586, -3.064, -2.294], [-1.657, -3.847, -3.419], [-1.977, -0.775, -0.901], [-2.260, -1.549, 0.269], [-2.665, 0.464, -1.130], [-0.347, -0.439, -0.759], [0.348, 0.265, -1.691], [0.073, 0.661, -3.331], [1.478, 1.682, -3.284], [2.041, 1.693, -2.063], [1.424, 0.844, -1.164], [-2.798, -3.812, -6.527], [-2.041, -5.091, -5.674], [-3.187, -1.644, -5.515], [-3.053, -0.243, -3.484], [-1.177, -3.459, -1.373], [-1.291, -4.865, -3.398], [1.799, 2.205, -4.169], [2.912, 2.257, -1.770]],
  "atomic_forces_ev_per_a": [[0.7934, -0.1056, -0.0633], [-0.0180, 0.1078, -0.0168], [0.0408, -0.0875, 0.0074], [-0.0047, 0.0917, -0.0578], [-0.0080, -0.0315, 0.0631], [-0.0481, 0.0207, -0.0476], [-0.0062, 0.0037, 0.0005], [-0.0436, 0.0151, -0.0117], [0.0058, -0.0104, -0.0020], [-0.0117, -0.0012, -0.0015], [-0.0014, -0.0043, 0.0109], [0.0091, -0.0122, 0.0048], [0.0064, 0.0046, -0.0057], [-0.0023, -0.0011, 0.0036], [-0.0001, 0.0035, 0.0034], [0.0015, -0.0064, 0.0076], [0.0065, -0.0064, -0.0016], [0.0000, -0.0035, -0.0004], [-0.0077, 0.0058, 0.0039], [0.0095, -0.0050, 0.0019], [0.0014, -0.0001, 0.0003], [0.0089, -0.0045, 0.0017], [0.0072, 0.0065, 0.0075], [0.0125, -0.0032, 0.0021], [-0.0064, 0.0037, -0.0020], [-0.0064, -0.0092, -0.0029], [0.0036, 0.0086, 0.0110], [-0.0614, -0.0001, -0.0800], [-0.0373, 0.0008, 0.0062], [0.0221, -0.0059, 0.0149], [-0.1393, 0.0182, -0.1129], [-0.2099, -0.1057, 0.2229], [-0.0481, -0.0603, 0.0490], [0.2084, 0.0419, 0.0237], [0.0312, -0.0781, 0.0223], [-0.0195, -0.0017, -0.0162], [-0.1562, 0.2535, -0.0555], [0.0396, 0.0051, 0.0696], [-0.0343, -0.0270, -0.0057], [-0.0058, 0.0250, -0.0100], [0.0087, -0.0159, -0.0347], [0.0592, 0.0120, 0.0018], [-0.0097, -0.0362, -0.0081], [-0.0155, 0.0561, 0.0285], [-0.0414, -0.0153, -0.0026], [0.0344, -0.0892, -0.0446], [-0.0289, 0.1053, -0.0102], [0.0012, -0.0307, -0.0149], [0.0126, 0.0444, 0.0601], [0.0554, -0.0248, 0.0657], [0.0022, 0.0297, -0.0509], [-0.1499, 0.2613, -0.0616], [-0.2155, -0.1481, 0.0233], [0.0973, -0.0728, -0.0275], [-0.0473, 0.0693, 0.0055], [0.1269, -0.1194, -0.0396], [-0.2218, -0.0690, 0.0537], [-0.0203, -0.0027, 0.0033], [-0.0196, -0.0101, -0.0052], [0.0037, -0.0033, -0.0020], [0.0090, 0.0005, -0.0136], [0.0145, -0.0201, -0.0135], [0.0044, 0.0055, 0.0098], [0.0106, 0.0273, 0.0246], [-0.0022, 0.0010, 0.0083]],
  "max_force_ha_per_bohr": 0.016,
  "de_lowest_kj_mol": 10.2,
  "total_charge": 1,
  "multiplicity": 3
}

=====

Which DFT total energy belongs to each record? In order, -49091.033; -101861.585 eV.